(1)
112
Properties=species:S:1:pos:R:3:lowdin_charge:R:1 method="wB97M-V/def2-TZVPD" max_force_ev_per_a=1.27 spin_multiplicity=2 orbital_gap_ev="6.48 / 7.52" e_homo_ev="-8.69 / -9.74" total_charge=+1 e_tot_ha=-5442.71956
Cu 2.205 0.191 0.331 0.25
N 3.037 -2.988 0.216 0.14
C 2.891 -2.432 1.472 -0.30
C 2.568 -3.316 2.515 -0.01
C 2.400 -2.825 3.791 -0.04
C 2.603 -1.466 4.011 -0.05
C 2.957 -0.679 2.934 -0.13
N 3.088 -1.133 1.688 0.06
C 2.891 -2.453 -1.044 -0.31
C 2.787 -3.346 -2.124 0.00
C 2.630 -2.835 -3.394 -0.05
C 2.601 -1.455 -3.570 -0.06
C 2.722 -0.656 -2.450 -0.14
N 2.858 -1.142 -1.224 0.08
H 3.032 -4.001 0.230 0.14
H 2.452 -4.371 2.313 0.11
H 2.125 -3.492 4.596 0.11
H 2.498 -1.041 4.997 0.11
H 3.171 0.371 3.060 0.11
H 2.840 -4.411 -1.958 0.11
H 2.536 -3.501 -4.237 0.11
H 2.495 -1.021 -4.550 0.11
H 2.713 0.424 -2.513 0.12
N 0.578 -0.967 0.753 -0.25
S -0.687 -1.530 0.310 0.80
N -2.080 -0.721 0.729 -0.36
S -2.610 0.476 -0.096 0.88
N -1.673 1.455 -0.826 -0.36
S -0.242 2.135 -0.282 0.82
N 1.002 1.453 -0.620 -0.28
C -0.697 2.455 1.449 -0.29
C -1.513 3.528 1.752 -0.06
C -1.958 3.690 3.054 -0.06
C -1.588 2.779 4.030 -0.07
C -0.753 1.718 3.715 -0.06
C -0.298 1.553 2.416 -0.07
C -0.395 3.759 -1.074 -0.30
C 0.744 4.546 -1.105 -0.05
C 0.671 5.821 -1.641 -0.05
C -0.529 6.295 -2.145 -0.06
C -1.655 5.489 -2.138 -0.06
C -1.592 4.214 -1.600 -0.09
C -3.714 1.293 1.051 -0.30
C -4.490 2.348 0.596 -0.06
C -5.337 2.986 1.483 -0.05
C -5.401 2.567 2.804 -0.05
C -4.626 1.505 3.244 -0.06
C -3.773 0.864 2.365 -0.07
C -3.689 -0.123 -1.396 -0.30
C -3.605 0.368 -2.686 -0.06
C -4.435 -0.160 -3.661 -0.06
C -5.326 -1.174 -3.343 -0.06
C -5.402 -1.657 -2.044 -0.06
C -4.581 -1.129 -1.063 -0.06
C -1.015 -3.137 1.058 -0.31
C -0.181 -4.164 0.647 -0.09
C -0.269 -5.400 1.259 -0.07
C -1.201 -5.604 2.267 -0.06
C -2.037 -4.575 2.666 -0.06
C -1.937 -3.327 2.070 -0.06
C -1.003 -1.836 -1.445 -0.30
C -0.451 -0.965 -2.361 -0.09
C -0.774 -1.107 -3.700 -0.06
C -1.643 -2.108 -4.102 -0.06
C -2.195 -2.970 -3.167 -0.06
C -1.878 -2.836 -1.826 -0.07
H -1.795 4.232 0.983 0.11
H -2.601 4.521 3.299 0.12
H -1.949 2.902 5.040 0.11
H -0.464 1.013 4.479 0.11
H 0.345 0.728 2.141 0.06
H 1.666 4.150 -0.710 0.11
H 1.547 6.449 -1.653 0.11
H -0.589 7.297 -2.541 0.11
H -2.589 5.856 -2.535 0.11
H -2.456 3.569 -1.584 0.08
H -4.430 2.649 -0.439 0.11
H -5.948 3.810 1.147 0.11
H -6.054 3.075 3.495 0.11
H -4.682 1.180 4.271 0.12
H -3.148 0.039 2.671 0.10
H -2.886 1.142 -2.904 0.11
H -4.389 0.224 -4.668 0.12
H -5.961 -1.591 -4.112 0.11
H -6.103 -2.439 -1.798 0.11
H -4.611 -1.488 -0.046 0.12
H 0.513 -3.975 -0.158 0.10
H 0.385 -6.203 0.957 0.11
H -1.275 -6.568 2.746 0.11
H -2.759 -4.742 3.452 0.11
H -2.567 -2.505 2.370 0.10
H 0.206 -0.183 -2.008 0.07
H -0.360 -0.426 -4.426 0.12
H -1.895 -2.217 -5.146 0.11
H -2.883 -3.741 -3.479 0.11
H -2.309 -3.498 -1.088 0.12
C 6.377 2.328 -1.055 -0.19
Si 5.527 0.991 0.031 0.50
C 6.393 0.775 1.728 -0.19
C 5.875 -0.599 -0.978 -0.19
C 3.740 1.548 0.331 -0.28
H 7.375 2.019 -1.349 0.02
H 6.465 3.290 -0.564 0.02
H 5.811 2.477 -1.969 0.02
H 7.429 0.474 1.609 0.02
H 5.899 0.007 2.319 0.00
H 6.389 1.694 2.309 0.02
H 6.947 -0.750 -1.073 0.03
H 5.471 -0.518 -1.983 0.01
H 5.455 -1.488 -0.519 0.00
H 3.422 2.285 -0.402 -0.03
H 3.607 1.980 1.322 -0.01


(2)
112
Properties=species:S:1:pos:R:3:lowdin_charge:R:1 method="wB97M-V/def2-TZVPD" max_force_ev_per_a=0.31 spin_multiplicity=2 orbital_gap_ev="6.16 / 6.36" e_homo_ev="-9.09 / -9.30" total_charge=+1 e_tot_ha=-5705.34645 relative_energy_kj_mol=0.00
Mn -0.026 0.082 -0.606 0.32
C -3.896 0.837 -1.620 -0.09
C -2.899 1.714 -2.373 -0.52
C -2.853 3.118 -1.770 -0.10
P -1.216 0.948 -2.458 1.06
C -0.424 2.069 -3.731 -0.51
C 0.466 1.388 -4.770 -0.11
C 0.379 3.179 -3.051 -0.12
C -1.471 -0.622 -3.312 -0.31
C -1.947 -0.727 -4.619 -0.10
C -1.918 -1.929 -5.297 -0.08
C -1.349 -3.033 -4.665 -0.07
C -0.908 -2.954 -3.359 -0.04
C -1.031 -1.764 -2.620 -0.32
N -0.687 -1.660 -1.262 -0.08
C -0.904 -2.774 -0.475 -0.30
C -1.981 -3.650 -0.778 -0.06
C -2.199 -4.831 -0.116 -0.08
C -1.360 -5.212 0.928 -0.09
C -0.379 -4.332 1.316 -0.11
C -0.150 -3.093 0.680 -0.22
P 1.271 -2.207 1.356 0.99
C 2.701 -3.309 1.020 -0.44
C 2.667 -3.813 -0.425 -0.08
C 4.086 -2.733 1.340 -0.08
C 0.962 -2.251 3.177 -0.45
C 0.007 -1.125 3.576 -0.09
C 2.192 -2.346 4.083 -0.10
H -4.915 1.154 -1.850 0.09
H -3.760 0.940 -0.545 0.06
H -3.805 -0.218 -1.885 0.07
H -3.225 1.789 -3.417 0.11
H -2.414 3.094 -0.768 0.07
H -3.865 3.516 -1.677 0.09
H -2.279 3.818 -2.377 0.06
H -1.271 2.526 -4.255 0.11
H 1.279 0.830 -4.303 0.03
H 0.919 2.158 -5.400 0.09
H -0.076 0.705 -5.417 0.06
H 1.321 2.767 -2.685 0.05
H -0.143 3.640 -2.212 0.06
H 0.621 3.962 -3.772 0.09
H -2.332 0.156 -5.117 0.11
H -2.293 -2.003 -6.308 0.10
H -1.252 -3.970 -5.199 0.11
H -0.482 -3.829 -2.886 0.12
H -2.648 -3.375 -1.583 0.12
H -3.033 -5.457 -0.409 0.11
H -1.486 -6.156 1.439 0.11
H 0.266 -4.643 2.127 0.10
H 2.517 -4.158 1.690 0.11
H 2.779 -2.987 -1.128 0.05
H 1.740 -4.335 -0.660 0.07
H 3.497 -4.502 -0.585 0.09
H 4.414 -2.052 0.555 0.07
H 4.804 -3.553 1.379 0.09
H 4.135 -2.203 2.288 0.06
H 0.414 -3.180 3.321 0.09
H 0.420 -0.145 3.348 0.03
H -0.183 -1.180 4.649 0.09
H -0.951 -1.225 3.064 0.06
H 2.861 -1.496 3.990 0.02
H 2.761 -3.257 3.895 0.07
H 1.853 -2.383 5.119 0.09
S -4.239 -2.906 2.244 1.07
C -5.854 -3.230 2.694 -0.40
C -6.554 -2.088 2.937 -0.17
C -5.763 -0.924 2.759 -0.11
C -4.481 -1.209 2.380 -0.49
C -3.390 -0.261 2.134 -0.20
C -2.460 -0.494 1.102 -0.09
N -1.451 0.314 0.832 0.07
C -1.321 1.434 1.582 -0.15
C -2.190 1.759 2.628 -0.12
C -1.952 2.954 3.390 0.00
C -0.904 3.756 3.113 0.00
C -0.002 3.446 2.039 -0.13
C 1.112 4.234 1.723 0.04
C 1.942 3.870 0.686 -0.18
C 1.604 2.709 -0.035 -0.07
N 0.558 1.953 0.225 0.08
C -0.229 2.302 1.270 -0.15
C 3.144 4.622 0.317 -0.49
C 3.857 4.556 -0.849 -0.12
C 4.976 5.427 -0.865 -0.17
C 5.101 6.130 0.294 -0.40
S 3.864 5.746 1.405 1.07
C -3.241 0.874 2.900 0.06
H -6.204 -4.248 2.754 0.07
H -7.594 -2.076 3.225 0.11
H -6.131 0.085 2.881 0.12
H -2.570 -1.362 0.468 0.10
H -2.631 3.192 4.199 0.12
H -0.722 4.649 3.698 0.12
H 1.309 5.128 2.304 0.12
H 2.239 2.385 -0.846 0.10
H 3.587 3.926 -1.685 0.11
H 5.653 5.528 -1.700 0.11
H 5.852 6.857 0.554 0.07
H -3.919 1.072 3.721 0.14
Cl 2.874 0.876 2.964 0.79
C 3.459 0.563 1.364 -0.59
C 4.696 1.094 1.025 -0.10
C 5.155 1.019 -0.277 -0.07
C 4.332 0.483 -1.257 -0.10
C 3.111 -0.037 -0.881 -0.56
Cl 1.964 -0.473 -2.118 0.89
C 2.655 -0.124 0.444 -0.43
N 1.423 -0.733 0.716 -0.18
H 5.279 1.589 1.789 0.11
H 6.121 1.428 -0.538 0.12
H 4.618 0.488 -2.300 0.12